1.
Here is an isolated ion of composition C12H14NO2 and charge +1 at a distorted geometry from the Open Molecules 2025 dataset. Energies are from ωB97M-V/def2-TZVPD.

## Properties
* highest occupied orbital energy: -12.32 eV
* ΔE to the lowest compared entry with this formula, charge and spin: 119.06 kcal per mole
* orbital gap: 9.23 eV
* molecular weight: 204.25 g/mol

ORCA input file:
```
! wB97M-V def2-TZVPD RIJCOSX def2/J DEFGRID3
* xyz 1 1
C -0.61124 0.76875 1.25946
C 0.49283 -3.48886 0.13848
H 0.71171 1.89793 -2.47226
H -1.91331 -0.07223 2.70616
H -0.15382 -3.52755 -0.70560
C 0.58133 0.11076 1.92283
H 2.05232 -1.34067 1.72369
C 1.33163 -0.74314 1.19081
H -1.47577 2.13210 -1.75082
H -4.06040 0.92458 1.51199
H -3.65614 1.61755 -0.77751
C 1.29173 -0.45837 -1.33137
H 2.06646 2.84554 -1.79093
C -1.58900 1.67075 -0.75118
C -0.47291 1.24494 -0.04204
C 1.77674 0.89845 -0.96905
H 0.39916 -0.27486 -1.80240
H 2.72950 1.00379 -0.45887
N 0.93896 -1.21255 -0.10864
H 2.00602 -0.93247 -2.01092
O 1.48837 -2.56631 -0.18038
H 0.90672 -4.33966 0.42665
C -2.84451 1.32922 -0.25833
O 0.80840 1.82840 -0.39390
H -0.04259 -3.13894 0.91453
H 0.82364 0.42263 2.83192
C -1.85495 0.53591 1.80053
C -3.02164 0.78331 1.01802
C 1.29077 2.08102 -1.64085
*
```

---

2.
Here is a 2-piece molecular cluster, C12H14NOS overall at a distorted geometry from the Open Molecules 2025 dataset. Energies are from ωB97M-V/def2-TZVPD.

## Properties
* highest occupied orbital energy (spin up / spin down): -9.26 / -11.94 eV
* ΔE to the lowest compared entry with this formula, charge and spin: 89.36 kcal per mole
* orbital gap (spin up / spin down): 5.92 / 4.64 eV
* molecular weight: 220.32 g/mol
* expectation value of S²: 2.048

ORCA input file:
```
! wB97M-V def2-TZVPD RIJCOSX def2/J DEFGRID3
* xyz 1 3
H 0.19492 -3.49195 -0.80626
C 1.40447 -0.24846 1.37289
H -1.56456 -3.22090 -0.46645
C 3.16062 -1.46814 0.25435
H 3.51615 -2.16787 -0.42704
C 2.14765 -0.13071 2.56638
H -4.56928 3.01957 -0.64782
H -1.55382 -0.20775 2.77692
H 0.83313 0.02499 -1.47655
C 3.36900 -0.73796 2.58978
C 1.00932 -0.93392 -1.00104
H -1.78301 3.07909 -1.14795
H -2.06243 1.61329 0.05383
C 1.88178 -0.86807 0.23427
H -2.43217 3.99420 1.61368
C 3.83084 -1.45035 1.46411
C -0.24341 -1.47437 -0.49403
H 3.85530 -0.88318 3.47745
H -0.87917 -2.88286 -2.02933
O -0.69033 0.21136 2.75304
C -2.82716 3.58968 0.71199
C -3.68883 3.26557 -0.19334
S -0.30148 0.40344 1.20249
C -2.34801 2.58439 -0.28458
H 4.82204 -1.93589 1.61119
C -0.65917 -2.80200 -0.91891
H 1.54821 -1.51170 -1.69629
H 1.79920 0.30407 3.41363
N -0.89818 -0.99797 0.48560
*
```

---

3.
Here is C12H15AsNO3SYb as an isolated structure at a distorted geometry from the Open Molecules 2025 dataset. Energies are from ωB97M-V/def2-TZVPD.

## Properties
* highest occupied orbital energy (spin up / spin down): -16.00 / -16.00 eV
* ΔE to the lowest compared entry with this formula, charge and spin: 0.00 kcal per mole
* orbital gap (spin up / spin down): 8.35 / 8.34 eV
* molecular weight: 501.29 g/mol
* expectation value of S²: 0.751

ORCA input file:
```
! wB97M-V def2-TZVPD RIJCOSX def2/J DEFGRID3
* xyz 2 2
H 1.10582 -3.17109 3.23607
H -4.55604 0.91513 -1.02208
H 0.86864 1.11167 3.57331
Yb 0.46234 -1.16209 -0.75245
C -3.55186 0.83667 -1.41334
C 0.65404 0.77824 2.55871
C -2.99112 1.85675 -2.17738
As 0.05150 -1.01826 2.63766
C -1.05493 0.54251 -2.39473
O 1.00465 0.84123 -0.78987
O -0.45496 -1.50151 1.06160
C -2.80280 -0.28745 -1.15784
H -3.55374 2.75822 -2.38442
H -1.23795 2.47628 -3.28581
C 1.48054 -2.15379 3.15501
H -2.22470 -0.59519 3.44432
S 2.27728 2.04899 -2.89963
C 2.29880 -0.59993 -2.11313
C 3.45357 -0.31402 -2.73780
H -1.08607 -0.78677 4.80533
H 1.55418 0.84521 1.95331
O 0.20481 0.24952 -2.88961
C -1.39275 -1.17388 3.83531
H -3.18256 -1.10261 -0.55879
H 4.39097 1.42338 -3.76357
H 2.27114 -2.10304 2.41046
C 3.53688 1.03814 -3.21259
H -1.66396 -2.22274 3.91552
H 4.27670 -0.99992 -2.88400
H -0.13040 1.39176 2.12305
C 1.38216 0.62141 -2.06090
H 1.87624 -1.82489 4.11484
C -1.70588 1.71843 -2.67267
N -1.56055 -0.43637 -1.65391
*
```

---

4.
Here is a 2-piece molecular cluster, C12H15BN2O5 overall at a distorted geometry from the Open Molecules 2025 dataset. Energies are from ωB97M-V/def2-TZVPD.

## Properties
* highest occupied orbital energy: -9.81 eV
* ΔE to the lowest compared entry with this formula, charge and spin: 0.00 kcal per mole
* orbital gap: 8.28 eV
* molecular weight: 278.07 g/mol

ORCA input file:
```
! wB97M-V def2-TZVPD RIJCOSX def2/J DEFGRID3
* xyz 0 1
H -4.02463 1.02455 3.58882
H -1.13452 4.85580 2.09689
C -1.76184 4.01587 2.36704
H 2.88330 -4.97196 -0.34298
B 2.98746 -3.22953 -1.42679
N 3.26639 -4.03677 -0.28537
H -1.20287 0.14749 0.42232
H 4.27479 -1.87500 -2.06530
H -0.10693 3.06649 -2.42965
C -2.06704 3.86708 3.81235
O 3.99678 -2.77303 -2.27783
H -2.02248 3.24653 0.40829
H -0.52379 -2.01304 -0.30811
O 1.38949 -4.02694 -3.64540
N 1.56868 -2.83803 -1.71066
O -1.63235 4.64641 4.63190
H 0.56855 0.28673 0.50589
H 1.78437 -0.69709 -1.77933
C -0.25639 2.22621 -1.79930
C -0.30663 1.26991 -1.07889
H -3.13485 2.63592 5.27552
C 1.35919 -1.48382 -1.15428
H 4.26641 -4.09707 -0.13435
C -3.09311 2.01635 1.87284
O 1.18312 -1.79320 -3.75895
H 1.62182 -1.90412 -4.61362
C -2.92543 2.72421 4.21712
C -0.11178 -1.19849 -0.89847
C 1.37740 -2.95902 -3.09043
C -0.28321 0.13756 -0.15892
H -0.62924 -1.15408 -1.85505
H 1.87246 -1.44818 -0.18968
C -3.39969 1.86626 3.31856
C -2.23741 3.16002 1.46623
O -3.52258 1.22876 1.05703
*
```

---

5.
Here is one molecule with the formula C12H15BrSi at a distorted geometry from the Open Molecules 2025 dataset. Energies are from ωB97M-V/def2-TZVPD.

## Properties
* highest occupied orbital energy: -8.47 eV
* ΔE to the lowest compared entry with this formula, charge and spin: 0.00 kcal per mole
* orbital gap: 9.13 eV
* molecular weight: 267.24 g/mol

ORCA input file:
```
! wB97M-V def2-TZVPD RIJCOSX def2/J DEFGRID3
* xyz 0 1
Br 2.16822 0.55858 -2.80307
Si -0.96865 -0.64963 -1.34985
C -1.30907 -0.71982 -3.27227
C -0.51218 -0.09742 1.97103
H 3.37939 2.02833 1.68040
H 0.97561 2.07033 3.34800
C 2.62631 1.49614 1.09574
C -0.07480 0.19314 3.21091
H -2.18746 1.07298 0.10783
H -1.81806 -2.97910 -0.93023
C 0.44710 0.33838 0.90611
H 2.02630 0.76422 3.76255
C 1.15622 0.99696 3.11232
C -0.87024 -2.47311 -0.92296
H -1.30080 -1.77310 -3.59159
C -2.42890 0.50117 -0.69274
H -2.77318 1.26499 -1.37583
H -0.23483 -3.00036 -1.66423
H -0.53431 -0.29806 -3.88715
C 1.46772 0.93870 1.64842
C 1.76746 0.65376 -0.98256
H -3.27156 0.00346 -0.27033
C 0.52956 0.17992 -0.49880
C 2.82363 1.18395 -0.27006
H -0.60227 0.00713 4.12086
H 3.78620 1.40687 -0.71592
H -0.41478 -2.68598 0.06117
H -1.44499 -0.61470 1.73991
H -2.40764 -0.36772 -3.53765
*
```

---

6.
Here is an isolated ion of composition C12H15N2O and charge +1 at a distorted geometry from the Open Molecules 2025 dataset. Energies are from ωB97M-V/def2-TZVPD.

## Properties
* highest occupied orbital energy (spin up / spin down): -12.74 / -12.74 eV
* ΔE to the lowest compared entry with this formula, charge and spin: 85.12 kcal per mole
* orbital gap (spin up / spin down): 8.05 / 8.05 eV
* molecular weight: 203.27 g/mol

ORCA input file:
```
! wB97M-V def2-TZVPD RIJCOSX def2/J DEFGRID3
* xyz 1 1
H -1.91921 1.57145 -0.71013
H -1.64471 -2.38924 -1.88970
H -0.99922 -2.76189 1.74136
C -1.92601 -0.63886 1.07277
C 3.05121 2.35116 0.29865
H 1.91975 -0.72332 -1.50405
C 3.73804 1.98613 -0.85137
C 2.19708 0.18408 -1.13614
H -1.03898 -3.74385 0.22709
H -0.82690 0.74257 2.03889
H -2.89625 1.77150 0.70037
H -1.99165 -0.71840 -1.70609
N -1.33279 -1.60519 0.04533
H 3.65631 0.53012 -2.51620
C 1.42268 0.55855 -0.03085
H -2.64634 -3.08363 0.99585
H 4.54739 2.63252 -1.10023
H -3.08548 -2.02346 -0.99270
C -2.12585 -1.68089 -1.21570
C -1.74734 1.68984 0.40140
C 3.33919 0.86357 -1.51645
N -0.05021 -1.39791 -0.24683
C -1.48790 -2.92640 0.78977
H 3.42486 3.12158 1.02218
C 0.17868 0.02627 0.28132
H 1.50166 1.80859 1.75871
C 1.93577 1.61186 0.79293
H -1.22906 2.67169 0.49517
C -1.01771 0.49759 1.08254
O -2.94698 -0.92604 1.67210
*
```

---

> Which of these has the highest ΔE to the lowest compared entry with this formula, charge and spin?

C12H14NO2

---

> Among the records above, which one has the lowest molecular weight?

C12H15N2O